The following is a DFT calculation (wB97M-V/def2-TZVPD) of a molecular structure, C25H45ClGaP2.

XYZ file:
```
74
Properties=species:S:1:pos:R:3:forces:R:3
Ga 0.421748 -1.582063 -2.112792 -1.857 6.924 -1.171
C -3.265128 2.379998 -1.178949 -0.002 -0.120 -0.108
C -3.755570 1.204586 -0.544526 0.013 0.111 0.094
C -3.438252 2.805675 1.073218 -0.094 -0.028 -0.005
C -3.054740 3.362618 -0.174506 -0.090 0.131 0.029
C -3.866974 1.471798 0.848314 -0.024 0.050 -0.200
C -3.065935 2.563440 -2.630006 0.205 0.001 -0.360
H -2.749227 1.629504 -3.112819 -0.081 0.217 0.108
H -2.305783 3.328203 -2.829826 -0.195 -0.207 0.001
H -3.998726 2.887992 -3.117935 0.150 -0.068 0.111
C -2.576937 4.742070 -0.395410 0.322 0.231 0.018
H -1.898030 4.787619 -1.255252 -0.159 0.046 0.191
H -2.043063 5.112652 0.488425 -0.126 -0.003 -0.231
H -3.411103 5.433333 -0.591916 0.133 -0.158 0.036
C -3.440342 3.521443 2.367063 0.160 0.001 0.347
H -4.337478 4.150166 2.481409 0.181 -0.139 -0.086
H -2.567838 4.181916 2.449752 -0.213 -0.111 0.013
H -3.424000 2.815813 3.204969 -0.017 0.220 -0.122
C -4.381953 0.539631 1.873811 0.091 -0.247 0.267
H -5.475926 0.613999 1.974789 0.222 0.016 -0.056
H -3.945156 0.760170 2.855051 -0.150 -0.099 -0.190
H -4.145004 -0.498844 1.613628 -0.094 0.207 0.101
C -4.116893 -0.052542 -1.232145 -0.044 -0.445 -0.010
H -5.050020 0.059759 -1.806980 0.229 0.012 0.102
H -4.269776 -0.861468 -0.507652 0.002 0.144 -0.246
H -3.332166 -0.365526 -1.938226 -0.218 0.140 0.132
C 2.842509 -1.250949 -0.773000 3.599 1.270 2.579
C 2.284349 -1.188769 -2.148578 0.132 0.629 -0.785
C 2.856133 -2.321373 -3.027509 0.326 0.293 0.067
C 2.095072 -3.675773 -2.839305 0.009 0.224 -0.616
C 0.713887 -3.488804 -2.223118 -0.093 -3.426 1.994
C 0.444930 -3.076190 -0.886440 0.177 -4.303 0.356
C 1.459563 -3.165372 0.240461 0.120 0.875 0.191
C 2.841626 -2.618235 -0.091843 0.218 -0.071 0.191
H 3.926477 -2.471951 -2.834233 -0.050 -0.090 -0.123
H 2.701724 -4.390592 -2.264910 -0.366 0.166 -0.014
H 2.762437 -2.016271 -4.078883 -0.003 -0.069 0.275
H 3.382537 -3.341156 -0.721103 -0.155 0.278 0.122
H 3.919144 -1.001847 -0.896921 0.033 -0.485 -0.037
H 2.433070 -0.197060 -2.602719 0.274 -0.375 0.128
H 3.435959 -2.587452 0.835158 -0.248 0.039 -0.220
H 1.062416 -2.634688 1.118528 0.093 -0.051 -0.369
H -0.581579 -3.203357 -0.519401 0.171 0.031 -0.430
H 1.567088 -4.216558 0.550922 -0.308 0.112 -0.292
H 1.950943 -4.116718 -3.839650 0.009 0.030 0.453
H -0.091945 -4.019946 -2.740281 -0.037 0.756 0.010
P 2.983435 0.287980 0.772677 -1.953 0.293 -2.869
P 1.524619 -0.192418 2.805366 -1.122 -1.176 0.340
C 4.169115 -0.258514 2.033046 0.251 -0.300 -0.481
C 3.294514 -0.525273 3.280791 -0.143 -0.033 -0.065
H 4.867844 0.578905 2.162333 -0.037 -0.337 0.021
H 4.714449 -1.144453 1.683758 0.188 0.206 0.350
H 3.377693 -1.559330 3.633387 0.091 0.257 -0.014
H 3.553303 0.158445 4.094854 0.141 -0.265 -0.017
C 1.093967 1.215241 3.881450 -0.141 0.348 0.016
H 0.259863 1.762875 3.419123 0.253 -0.032 0.268
H 1.955925 1.885417 3.984925 -0.299 -0.047 0.027
H 0.786559 0.842061 4.867905 0.166 0.228 -0.177
C 0.643901 -1.591944 3.593337 -0.130 -0.377 0.925
H 1.348388 -2.205722 4.170692 -0.406 -0.063 0.047
H 0.161254 -2.217915 2.831626 0.112 0.193 0.313
H -0.131833 -1.194231 4.262133 0.087 -0.286 -0.069
C 3.709432 1.664721 -0.132350 1.060 -0.185 -0.592
H 2.985439 2.048560 -0.864438 0.241 -0.167 0.282
H 4.628863 1.334111 -0.637155 0.008 0.541 -0.113
H 3.926704 2.438090 0.616424 0.066 -0.089 -0.312
C -0.651982 -1.173432 -3.721890 -0.182 -0.570 -0.367
H -0.734647 -0.095657 -3.898456 0.135 -0.170 0.180
H -1.658002 -1.599408 -3.618946 0.088 0.080 -0.175
H -0.170613 -1.638504 -4.591603 -0.265 0.159 0.028
Cl 0.151187 1.527623 -1.379469 0.186 0.814 -0.582
C -0.223018 -0.075570 -0.802533 -0.653 -1.615 0.847
H 0.234844 -0.146277 0.191956 -0.142 -0.136 -0.175
H -1.313272 -0.134263 -0.697604 0.157 0.072 0.118
```
Positions in Å, forces in eV/Å.

Net charge = +1
Relative energy (zero: lowest compared OMol25 entry of this formula, charge and spin) = 39.08 kcal per mole
Spin multiplicity = 1
Gap between HOMO and LUMO (spin up / spin down) = 2.282 / 2.246 eV

The following is a DFT calculation (wB97M-V/def2-TZVPD) of a molecular structure, C21H22N3OS2V.

XYZ file:
```
50
Properties=species:S:1:pos:R:3:forces:R:3
V -0.335561 -0.169768 -0.383129 -0.821 -0.182 -0.101
S 0.510330 -1.507562 3.775479 0.336 -0.027 0.167
C -1.089643 -0.929573 3.867758 -0.166 -0.126 -0.047
C -1.544193 -0.469375 2.666559 0.146 0.155 -0.198
C -0.564814 -0.513370 1.612727 -0.443 -0.362 0.929
C 0.596785 -1.063004 2.113920 0.384 0.113 -0.357
C 1.789462 -1.090978 1.266028 -0.310 0.083 0.133
C 3.016596 -1.672016 1.574915 0.020 -0.012 0.203
C 4.071562 -1.544438 0.697184 0.148 -0.067 0.051
C 3.898558 -0.843662 -0.492355 0.014 -0.003 -0.002
C 2.651626 -0.329762 -0.758464 -0.259 0.009 0.164
N 1.603697 -0.447838 0.081779 1.657 -0.360 0.164
H -1.617861 -0.980809 4.809358 -0.006 -0.024 -0.080
H -2.549265 -0.086035 2.547923 0.017 0.004 -0.022
H 3.129507 -2.204187 2.512177 0.010 0.033 -0.051
H 5.033488 -1.982745 0.936643 -0.053 0.023 -0.004
H 4.708519 -0.703204 -1.194295 -0.026 -0.010 0.020
H 2.459671 0.211924 -1.677149 -0.033 0.018 -0.049
C -2.324343 -2.654453 -3.324522 -0.327 -0.065 0.014
S -1.250564 -1.479701 -2.550755 -0.257 0.194 0.055
O -2.050859 -0.885717 -1.367375 0.185 -0.371 -0.861
C -0.105189 -2.617382 -1.801464 -0.162 -0.020 -0.030
C 1.053143 -2.952875 -2.498578 0.033 0.019 0.145
C 1.926759 -3.855012 -1.919504 0.015 -0.035 0.095
C 1.643941 -4.394359 -0.663191 0.073 0.016 -0.083
C 0.487970 -4.044225 0.015759 -0.022 0.016 0.032
C -0.413226 -3.153476 -0.556295 0.118 -0.043 -0.047
H -2.702093 -3.301949 -2.533846 -0.084 -0.063 -0.113
H -1.733705 -3.209449 -4.053757 -0.048 0.001 0.029
H -3.126034 -2.102880 -3.812824 -0.013 -0.061 0.000
H 1.272880 -2.508165 -3.463014 -0.036 -0.012 0.025
H 2.834391 -4.133412 -2.439712 -0.024 -0.004 0.031
H 2.336617 -5.095590 -0.214053 -0.018 0.035 -0.025
H 0.276090 -4.462249 0.992093 0.019 0.012 -0.036
H -1.325787 -2.880231 -0.042264 -0.040 0.020 -0.006
C 1.144113 4.740316 1.397462 -0.075 -0.010 -0.079
C 0.442219 3.811835 0.460270 0.063 0.331 0.131
C -0.314342 4.044862 -0.672124 -0.015 0.035 -0.067
C -0.728100 2.785727 -1.123088 -0.061 -0.131 0.032
N -0.250954 1.828090 -0.312942 -0.104 1.495 -0.372
N 0.459115 2.488388 0.631156 0.083 -0.594 0.159
C -1.580004 2.457569 -2.308730 0.047 0.053 0.032
H 0.953513 5.770505 1.107032 0.000 -0.009 0.001
H 2.222539 4.577815 1.382798 -0.017 -0.021 -0.027
H 0.796212 4.606899 2.422594 -0.020 -0.020 -0.027
H -0.545934 5.003337 -1.108761 0.023 -0.074 0.027
H 0.838991 1.950368 1.396823 -0.010 0.067 -0.018
H -2.109687 3.348511 -2.640268 0.003 -0.010 0.003
H -2.318265 1.692102 -2.069084 0.023 -0.017 0.048
H -0.978808 2.105337 -3.149670 0.030 0.000 0.015
```
Positions in Å, forces in eV/Å.

Net charge = +1
Relative energy (zero: lowest compared OMol25 entry of this formula, charge and spin) = 15.81 kcal per mole
Spin multiplicity = 4
Gap between HOMO and LUMO (spin up / spin down) = 6.974 / 7.871 eV

The following is a DFT calculation (wB97M-V/def2-TZVPD) of a gas-phase ion, C4H6N3O (charge +1).

XYZ file:
```
14
Properties=species:S:1:pos:R:3:forces:R:3
C 0.519693 0.817966 1.019442 1.088 0.285 1.082
C -1.568377 -0.110835 0.216343 1.457 0.038 1.390
C 1.259553 0.943287 -0.288893 -1.871 -2.750 2.437
C 1.523840 -0.531618 -0.547661 3.609 -0.047 -0.446
N -0.767490 0.513890 0.905139 -1.586 -1.007 -1.058
N 0.535131 -1.445371 -0.450929 -2.260 -1.409 -0.225
N -2.681859 -0.500470 -0.327013 2.271 1.637 0.867
O 1.183419 -1.203446 0.697555 0.236 -0.667 0.249
H 1.051236 0.874934 2.049789 -1.488 0.182 -1.955
H 0.664383 1.362735 -0.986716 -1.908 1.379 -2.504
H 2.105638 1.462480 -0.206550 3.501 1.975 0.366
H 2.527251 -0.914245 -0.978589 -1.729 1.031 0.442
H -3.271349 0.106923 -0.789169 -1.245 2.186 -1.089
H -3.081075 -1.376225 -0.312754 -0.075 -2.834 0.442
```
Positions in Å, forces in eV/Å.

Net charge = +1
Relative energy (zero: lowest compared OMol25 entry of this formula, charge and spin) = 133.77 kcal per mole
Spin multiplicity = 1
Gap between HOMO and LUMO (spin up / spin down) = 8.350 / 8.592 eV

The following is a DFT calculation (wB97M-V/def2-TZVPD) of a molecular structure, C2H3BrN2S.

XYZ file:
```
9
Properties=species:S:1:pos:R:3:forces:R:3
C 0.381034 1.693521 -0.125779 3.727 -1.037 1.234
C 0.668527 -0.119703 -1.208916 -0.081 -3.443 -1.666
N -0.134792 0.885119 -0.939023 -3.009 1.172 -1.164
N 1.792247 -0.206884 -0.565322 1.009 -0.637 -0.626
S 1.991250 1.121834 0.349153 -1.176 0.204 -0.081
Br -3.134761 -2.363821 2.459832 0.495 -0.113 -0.337
H 0.106835 2.559090 0.342221 -1.564 2.118 0.577
H 0.294918 -0.930772 -1.973231 1.086 1.615 1.730
H -1.965258 -2.638384 1.661063 -0.486 0.120 0.332
```
Positions in Å, forces in eV/Å.

Relative energy (zero: lowest compared OMol25 entry of this formula, charge and spin) = 6.15 kcal per mole
Spin multiplicity = 1
Gap between HOMO and LUMO = 10.709 eV

The following is a DFT calculation (wB97M-V/def2-TZVPD) of 2 unconnected molecules or ions with the total composition C5H7NO.

XYZ file:
```
14
Properties=species:S:1:pos:R:3:forces:R:3
C -1.707144 0.269769 0.060610 -0.038 0.051 -0.007
C -0.261262 0.220949 0.405946 0.069 0.137 0.077
C 0.589695 1.137675 0.868226 -0.191 -0.096 -0.079
C 1.912809 0.453380 1.009344 0.103 -0.175 -0.016
N 1.924934 -0.783401 0.678008 -0.040 0.297 0.078
C 0.564151 -1.051866 0.271165 -0.232 -0.496 -0.179
O 0.164427 -2.117385 -0.112755 0.210 0.528 0.230
H -2.117532 1.274036 0.194230 0.076 -0.139 -0.009
H -2.273220 -0.428933 0.686246 0.095 0.074 -0.086
H -1.860876 -0.041086 -0.978621 0.044 0.025 0.157
H -0.255770 -0.799873 -3.007134 0.042 -0.009 -0.004
H 0.399134 2.177627 1.107234 0.026 -0.155 -0.048
H 2.814622 0.948347 1.365516 -0.114 -0.067 -0.049
H 0.106037 -1.259240 -2.548014 -0.051 0.024 -0.064
```
Positions in Å, forces in eV/Å.

Relative energy (zero: lowest compared OMol25 entry of this formula, charge and spin) = 46.63 kcal per mole
Spin multiplicity = 1
Structure (SMILES) = CC1=CC=NC1=O.[H][H]
Gap between HOMO and LUMO = 9.094 eV

Calculated maximum force, 7.264; 1.704; 4.124; 4.061; 0.613 eV Å⁻¹ (same order as the records).